[1]
The following is a DFT calculation (ωB97M-V with the def2-TZVPD basis set) of CH3I2NO as an isolated structure in a non-equilibrium geometry.

```
8
Properties=species:S:1:pos:R:3:forces:R:3:mulliken_charge:R:1
C -0.0472 -0.1764 0.0661 -2.1 -1.2 -0.3 -0.218
N -3.2135 0.2186 -0.9116 1.0 0.1 -0.2 -0.470
O -0.7668 -0.6440 -0.9064 0.3 0.2 1.2 -0.411
I -4.1859 -1.1253 0.2565 0.1 0.1 0.2 0.186
I -2.5340 1.8430 -0.0792 0.0 -0.5 0.5 0.389
H -0.8153 0.7993 0.6207 -0.1 -0.1 -0.4 -0.095
H 0.7099 0.5151 -0.2283 1.0 0.6 0.0 0.351
H 0.1514 -0.8359 0.9707 -0.2 0.7 -0.8 0.267
```
Forces are in eV/Å.

Calculated values
HOMO-LUMO gap (alpha / beta) (Eh): 0.23872 / 0.23874
HOMO level (alpha / beta) (eV): -8.72 / -8.72
Spin multiplicity: 1

***

[2]
The following is a DFT calculation (ωB97M-V with the def2-TZVPD basis set) of C23H26N4O2S2V as an isolated structure in a non-equilibrium geometry.

```
58
Properties=species:S:1:pos:R:3:forces:R:3:mulliken_charge:R:1
V 0.8402 -0.2675 -0.7959 1.3 -5.0 -0.6 0.513
C 3.5900 -0.0433 -4.0721 0.1 0.0 0.1 -1.581
C 2.4164 -0.1231 -3.1639 0.8 -0.1 0.4 0.578
N 2.5192 -0.3498 -1.8864 -0.7 -0.1 -0.9 1.273
N 3.7083 -0.5634 -1.3571 2.2 0.1 0.4 -1.422
C 3.7102 -1.1722 -0.2014 -0.7 0.1 -0.7 0.663
N 4.8447 -1.4917 0.4018 0.2 -0.1 0.1 -0.361
S 2.1783 -1.6363 0.5059 0.0 -0.1 0.4 -0.445
C 1.0417 -0.0906 -3.6345 -0.6 0.1 -0.9 0.464
C 0.6509 0.1085 -4.9598 0.4 -0.1 0.7 -0.730
C -0.6972 0.0481 -5.2779 -0.3 -0.1 0.3 -0.531
C -1.6160 -0.2424 -4.2776 0.2 0.1 -0.1 -0.819
C -1.1564 -0.4400 -2.9821 -0.8 0.0 -0.2 -0.005
N 0.1290 -0.3509 -2.6748 -0.2 -0.1 -0.3 0.231
H 4.5065 -0.0833 -3.4886 -0.1 0.0 -0.1 0.389
H 3.5739 0.8697 -4.6644 -0.1 0.1 0.0 0.406
H 3.5816 -0.8845 -4.7656 0.0 -0.1 -0.1 0.378
H 5.7238 -1.2787 -0.0460 -0.1 0.0 0.0 0.254
H 4.8551 -2.0552 1.2378 -0.1 0.1 -0.1 0.222
H 1.3891 0.2895 -5.7242 0.1 0.1 0.0 0.492
H -1.0265 0.2112 -6.2934 0.0 0.0 -0.1 0.471
H -2.6686 -0.3105 -4.4970 -0.1 0.0 0.0 0.474
H -1.8408 -0.6748 -2.1700 0.1 0.1 -0.1 0.483
O -0.6268 -1.1420 -0.0327 -0.5 0.4 -0.5 -0.093
S -0.9719 -1.9946 1.2008 -1.1 0.2 1.6 -0.185
C -2.6696 -1.5392 1.6198 0.2 -0.4 -0.3 0.186
C -3.0307 -0.2159 1.8177 0.1 0.2 -0.1 -0.079
C -4.2894 0.0717 2.3156 0.2 0.0 -0.2 -0.732
C -5.1721 -0.9569 2.6122 0.1 -0.2 0.0 -0.488
C -4.8048 -2.2745 2.3921 -0.1 0.0 0.0 -0.641
C -3.5486 -2.5746 1.8918 0.3 -0.1 -0.1 -0.162
C -0.2936 -1.1690 2.6642 0.2 -0.2 -0.1 0.603
C 0.5208 -0.0532 2.6454 0.0 0.1 -0.4 0.418
C 1.0253 0.4366 3.8417 -0.1 0.0 0.0 -1.058
C 0.7316 -0.1987 5.0374 0.0 0.0 -0.1 -0.606
C -0.1081 -1.3026 5.0449 -0.1 0.0 0.0 -0.717
C -0.6338 -1.7851 3.8599 0.1 -0.1 -0.1 -0.814
H -2.3246 0.5751 1.6049 0.0 0.1 0.1 0.458
H -4.5753 1.0967 2.4868 0.0 0.1 0.0 0.445
H -6.1423 -0.7330 3.0254 -0.1 0.0 0.0 0.431
H -5.4911 -3.0741 2.6124 -0.1 -0.1 0.1 0.434
H -3.2423 -3.5981 1.7412 0.0 -0.2 0.0 0.496
H 0.7904 0.4344 1.7117 -0.1 -0.1 0.4 0.730
H 1.6466 1.3183 3.8240 0.1 0.1 0.0 0.481
H 1.1543 0.1632 5.9619 0.0 0.1 0.1 0.442
H -0.3680 -1.7922 5.9695 0.0 0.0 0.1 0.434
H -1.3016 -2.6332 3.8629 0.0 -0.2 0.1 0.466
C 0.0920 3.1573 0.8261 0.1 -0.6 -0.3 -1.387
C 0.0745 2.4995 -0.5596 -1.7 2.9 -0.1 0.640
C 0.7137 3.4020 -1.6237 -0.1 -0.5 0.2 -1.436
O 0.6999 1.2773 -0.5585 0.7 2.9 1.2 -0.204
H -0.4270 4.1084 0.7732 0.0 0.1 0.0 0.479
H 1.1196 3.3330 1.1428 0.0 0.0 0.0 0.395
H -0.4146 2.5329 1.5618 0.0 0.0 0.0 0.280
H -0.9784 2.2878 -0.8439 0.4 0.2 0.1 0.211
H 1.7326 3.6585 -1.3372 0.1 0.0 0.0 0.367
H 0.1389 4.3191 -1.7144 -0.1 0.0 0.0 0.459
H 0.7211 2.8965 -2.5909 0.0 0.1 0.0 0.350
```
Forces are in eV/Å.

Calculated values
HOMO-LUMO gap (alpha / beta) (Eh): 0.25127 / 0.25777
HOMO level (alpha / beta) (eV): -14.25 / -14.24
Spin multiplicity: 2
Net charge: +2

***

These records have ΔE to the lowest compared entry with this formula, charge and spin values of 68.23; 27.08 kcal/mol, in the order they appear.
These records have calculated total energy values of -765.05522; -3001.44231 hartree, in the order they appear.